# C31H59BBrF8N3O10PS

3 unconnected molecules or ions with the total composition C31H59BBrF8N3O10PS at a distorted geometry (the ωB97M-V functional and the def2-TZVPD basis, the Open Molecules 2025 dataset).

Bonds (Å) are listed after each position.
Cartesian coordinates (Å):
1 C -2.713 -9.432 1.093  C2 1.536, H47 1.087, H48 1.086, H49 1.089
2 C -1.702 -8.396 1.607  C1 1.536, C3 1.513, H50 1.089, H51 1.087
3 C -2.407 -7.294 2.368  C2 1.513, O4 1.449, H52 1.086, H53 1.094
4 O -1.565 -6.145 2.633  C3 1.449, N5 1.348
5 N -1.379 -5.419 1.513  O4 1.348, C6 1.294, H54 1.017
6 C -0.581 -4.401 1.484  N5 1.294, N7 1.397, N42 1.367
7 N -0.551 -3.659 0.302  C6 1.397, C8 1.479, H55 1.017
8 C -1.172 -2.335 0.522  N7 1.479, C9 1.525, C13 1.585, H56 1.087
9 C -2.632 -2.407 0.084  C8 1.525, F10 1.408, C11 1.531, H57 1.083
10 F -3.225 -3.494 0.754  C9 1.408
11 C -2.796 -2.581 -1.428  C9 1.531, C12 1.534, H58 1.089, H59 1.088
12 C -3.875 -1.684 -2.049  C11 1.534, H60 1.087, H61 1.088, H62 1.086
13 C -0.871 -1.816 1.990  C8 1.585, B14 1.632, S18 1.817, C31 1.563
14 B -2.160 -1.898 2.987  C13 1.632, O15 1.376, C16 1.566
15 O -3.200 -1.036 2.730  B14 1.376, H63 0.965
16 C -2.302 -2.891 4.190  B14 1.566, C17 1.554, H64 1.092, H65 1.084
17 C -3.484 -3.878 3.984  C16 1.554, H66 1.086, H67 1.087, H68 1.086
18 S -0.369 -0.072 1.916  C13 1.817, O19 1.436, O20 1.436, C21 1.868
19 O -0.491 0.462 3.244  S18 1.436
20 O 0.881 -0.006 1.211  S18 1.436
21 C -1.523 0.968 0.879  S18 1.868, F22 1.330, F23 1.349, C24 1.566
22 F -2.594 1.319 1.587  C21 1.330
23 F -1.914 0.310 -0.231  C21 1.349
24 C -0.766 2.264 0.436  C21 1.566, F25 1.342, F26 1.336, C27 1.563
25 F -0.001 1.964 -0.625  C24 1.342
26 F -0.007 2.739 1.427  C24 1.336
27 C -1.765 3.386 0.005  C24 1.563, F28 1.326, F29 1.327, F30 1.320
28 F -1.100 4.253 -0.746  C27 1.326
29 F -2.772 2.888 -0.702  C27 1.327
30 F -2.237 4.018 1.062  C27 1.320
31 C 0.396 -2.543 2.545  C13 1.563, C32 1.536, N42 1.505, H69 1.095
32 C 0.864 -2.125 3.946  C31 1.536, C33 1.536, H70 1.089, H71 1.088
33 C 2.023 -1.127 4.088  C32 1.536, P34 1.784, H72 1.090, H73 1.087
34 P 3.584 -1.583 3.354  C33 1.784, O35 1.480, O36 1.580, O39 1.593
35 O 4.044 -2.945 3.705  P34 1.480
36 O 4.488 -0.407 3.899  P34 1.580, C37 1.448
37 C 5.798 -0.228 3.311  O36 1.448, C38 1.512, H74 1.089, H75 1.089
38 C 6.607 0.696 4.194  C37 1.512, H76 1.088, H77 1.089, H78 1.085
39 O 3.459 -1.346 1.784  P34 1.593, C40 1.437
40 C 4.215 -2.170 0.882  O39 1.437, C41 1.517, H79 1.085, H80 1.089
41 C 3.851 -1.765 -0.535  C40 1.517, H81 1.090, H82 1.089, H83 1.085
42 N 0.160 -4.029 2.571  C6 1.367, C31 1.505, C43 1.495
43 C 1.396 -4.839 2.796  N42 1.495, C44 1.513, H84 1.088, H85 1.090
44 C 1.494 -6.040 1.881  C43 1.513, O45 1.184, Br46 1.933
45 O 1.098 -7.117 2.173  C44 1.184
46 Br 2.273 -5.763 0.134  C44 1.933
47 H -2.766 -10.286 1.762  C1 1.087
48 H -2.417 -9.807 0.118  C1 1.086
49 H -3.718 -9.022 0.997  C1 1.089
50 H -1.114 -7.998 0.781  C2 1.089
51 H -1.018 -8.889 2.293  C2 1.087
52 H -2.716 -7.636 3.352  C3 1.086
53 H -3.316 -6.959 1.860  C3 1.094
54 H -1.900 -5.632 0.666  N5 1.017
55 H 0.426 -3.542 0.043  N7 1.017
56 H -0.690 -1.668 -0.188  C8 1.087
57 H -3.166 -1.510 0.370  C9 1.083
58 H -1.848 -2.394 -1.930  C11 1.089
59 H -3.032 -3.626 -1.618  C11 1.088
60 H -4.823 -2.209 -2.127  C12 1.087
61 H -3.590 -1.417 -3.064  C12 1.088
62 H -4.012 -0.756 -1.503  C12 1.086
63 H -4.018 -1.519 2.557  O15 0.965
64 H -2.555 -2.274 5.054  C16 1.092
65 H -1.400 -3.442 4.429  C16 1.084
66 H -3.305 -4.786 4.554  C17 1.086
67 H -4.399 -3.443 4.379  C17 1.087
68 H -3.643 -4.145 2.944  C17 1.086
69 H 1.220 -2.344 1.852  C31 1.095
70 H 1.172 -3.027 4.475  C32 1.089
71 H 0.045 -1.724 4.540  C32 1.088
72 H 2.249 -1.078 5.153  C33 1.090
73 H 1.785 -0.111 3.786  C33 1.087
74 H 5.671 0.216 2.324  C37 1.089
75 H 6.293 -1.196 3.237  C37 1.089
76 H 7.045 0.138 5.019  C38 1.088
77 H 7.440 1.080 3.609  C38 1.089
78 H 6.004 1.510 4.583  C38 1.085
79 H 4.008 -3.221 1.057  C40 1.085
80 H 5.284 -2.033 1.036  C40 1.089
81 H 2.925 -2.237 -0.864  C41 1.090
82 H 3.670 -0.692 -0.539  C41 1.089
83 H 4.663 -1.976 -1.224  C41 1.085
84 H 1.397 -5.254 3.801  C43 1.088
85 H 2.283 -4.211 2.710  C43 1.090
86 C -1.890 6.805 -6.106  C87 1.519, H91 1.091, H92 1.090, H93 1.092
87 C -2.724 5.561 -6.356  C86 1.519, O88 1.417, H94 1.090, H95 1.096
88 O -1.978 4.357 -6.329  C87 1.417, C89 1.413
89 C -1.320 4.067 -5.112  O88 1.413, C90 1.520, H96 1.097, H97 1.091
90 C -2.253 3.907 -3.923  C89 1.520, H98 1.091, H99 1.087, H100 1.091
91 H -1.040 6.838 -6.788  C86 1.091
92 H -2.495 7.700 -6.256  C86 1.090
93 H -1.502 6.834 -5.086  C86 1.092
94 H -3.158 5.602 -7.354  C87 1.090
95 H -3.560 5.513 -5.649  C87 1.096
96 H -0.554 4.822 -4.897  C89 1.097
97 H -0.794 3.129 -5.293  C89 1.091
98 H -2.742 4.846 -3.658  C90 1.091
99 H -1.691 3.570 -3.055  C90 1.087
100 H -3.032 3.177 -4.146  C90 1.091
101 C 2.141 7.465 -4.414  C102 1.520, H106 1.091, H107 1.091, H108 1.092
102 C 3.125 8.552 -4.012  C101 1.520, O103 1.413, H109 1.090, H110 1.096
103 O 3.209 9.619 -4.935  C102 1.413, C104 1.416
104 C 2.012 10.343 -5.154  O103 1.416, C105 1.519, H111 1.096, H112 1.090
105 C 1.461 11.018 -3.909  C104 1.519, H113 1.091, H114 1.090, H115 1.090
106 H 2.354 7.112 -5.423  C101 1.091
107 H 2.210 6.623 -3.724  C101 1.091
108 H 1.110 7.825 -4.397  C101 1.092
109 H 4.131 8.136 -3.966  C102 1.090
110 H 2.891 8.927 -3.008  C102 1.096
111 H 1.251 9.700 -5.611  C104 1.096
112 H 2.273 11.099 -5.895  C104 1.090
113 H 1.115 10.293 -3.170  C105 1.091
114 H 0.613 11.650 -4.173  C105 1.090
115 H 2.226 11.636 -3.440  C105 1.090

As for the electronic energy: -6270.3930 Eh. Its LUMO energy is -3.334 eV. The multiplicity is 1. As for the net charge: +1.

Atomic partial charges in e from the Mulliken method, atoms 1 to 99: -1.299 -0.046 -0.638 -0.166 0.814 -2.189 -0.099 -1.047 -0.686 -0.398 -0.815 -1.383 1.018 -0.507 -0.442 -0.165 -1.315 1.073 -0.707 -0.563 0.469 -0.329 -0.261 0.949 -0.275 -0.235 0.526 -0.233 -0.237 -0.245 -1.375 -1.431 -1.096 0.617 -0.858 -0.272 -0.009 -1.387 -0.027 -0.004 -1.275 1.090 -0.043 0.192 -0.450 -0.153 0.332 0.339 0.354 0.192 0.354 0.388 0.377 0.578 0.488 1.791 0.531 0.391 0.429 0.338 0.379 0.356 0.366 0.614 0.222 0.322 0.377 0.260 1.110 0.868 0.222 0.673 0.389 0.210 0.353 0.326 0.389 0.340 0.116 0.553 0.158 0.304 0.459 0.551 0.146 -0.971 -0.369 -0.441 -0.329 -0.609 0.281 0.453 0.210 0.348 0.266 0.140 0.363 0.303 0.007